(1)
{
  "formula": "C45H93ClN4O10SSi2",
  "method": "ωB97M-V/def2-TZVPD",
  "species": ["C", "C", "C", "Cl", "Si", "N", "C", "C", "C", "O", "Si", "S", "C", "C", "O", "C", "C", "O", "C", "C", "C", "C", "C", "C", "C", "C", "C", "C", "C", "C", "C", "C", "C", "C", "C", "O", "H", "H", "H", "H", "H", "H", "H", "H", "H", "H", "H", "H", "H", "H", "H", "H", "H", "H", "H", "H", "H", "H", "H", "H", "H", "H", "H", "H", "H", "H", "H", "H", "H", "H", "H", "H", "H", "H", "H", "H", "H", "H", "H", "H", "H", "H", "H", "H", "C", "O", "C", "C", "N", "C", "C", "O", "C", "H", "H", "H", "H", "H", "H", "H", "H", "H", "H", "H", "H", "H", "H", "H", "C", "O", "C", "C", "N", "C", "C", "O", "C", "H", "H", "H", "H", "H", "H", "H", "H", "H", "H", "H", "H", "H", "H", "H", "C", "O", "C", "C", "N", "C", "C", "O", "C", "H", "H", "H", "H", "H", "H", "H", "H", "H", "H", "H", "H", "H", "H", "H"],
  "xyz": [[-2.8745, 1.4974, -1.6586], [-1.2528, 1.3066, -1.7000], [-0.6203, 2.3457, -0.6525], [-1.3502, 2.1284, 1.0317], [1.3220, 2.3149, -0.6103], [1.9853, 1.0208, 0.4165], [2.1620, 1.3979, 1.6699], [3.2522, 2.4612, 2.1474], [1.2250, 0.6747, 2.7775], [1.9708, 2.3767, -2.2144], [2.8778, 0.9637, -2.6328], [1.7233, -0.8611, -2.3019], [4.6099, 0.9119, -1.7567], [5.1597, -0.6116, -1.8562], [6.5875, -0.6972, -2.0692], [7.1676, -1.8841, -1.4632], [7.5071, -3.0586, -2.5042], [6.3583, -3.7840, -3.0098], [5.5632, -4.3354, -1.9626], [6.0037, -5.4262, -0.9559], [5.0487, -5.9138, 0.1867], [3.5951, -5.3345, 0.3872], [2.6458, -5.8269, 1.6175], [1.4839, -4.7398, 1.7582], [1.9849, -7.2151, 1.0890], [3.6172, -5.9979, 2.8775], [2.9988, -5.6889, 4.3206], [1.6206, -6.4624, 4.6549], [2.9301, -4.0971, 4.6800], [4.0806, -6.2847, 5.3951], [3.1599, -4.2745, -0.6698], [4.1154, -3.7834, -1.8174], [3.2546, 0.9843, -4.5302], [3.3780, 2.6334, -5.0133], [3.9374, 2.8408, -6.5807], [2.4259, 3.0608, -6.1065], [-3.1816, 2.5940, -1.7044], [-3.3673, 0.9183, -2.5254], [-3.3258, 1.0357, -0.6986], [-1.0660, 0.2055, -1.4001], [-0.9411, 1.5243, -2.7807], [-0.9093, 3.4065, -1.0169], [1.7001, 3.5911, 0.0414], [3.6359, 3.1281, 1.2911], [4.1756, 1.8480, 2.4854], [2.9041, 3.0959, 3.0287], [0.6336, 1.4166, 3.4095], [0.5409, -0.0818, 2.2561], [1.9555, 0.0415, 3.4175], [2.0712, -1.6563, -3.3998], [4.3923, 1.2304, -0.6642], [5.3590, 1.6435, -2.2131], [4.7708, -1.1555, -0.9322], [4.6578, -1.0593, -2.7981], [6.5825, -2.2499, -0.5330], [8.1904, -1.5401, -1.0382], [7.9945, -2.5447, -3.4191], [8.3221, -3.7476, -2.0684], [7.0526, -5.8741, -1.0549], [5.4403, -6.7270, 0.9028], [0.9052, -4.7366, 0.7545], [0.7043, -4.9533, 2.5621], [1.8631, -3.6652, 1.8968], [1.3628, -7.6841, 1.9219], [2.7614, -7.9627, 0.7048], [1.2341, -6.9350, 0.2547], [3.9429, -7.1116, 2.8957], [4.6052, -5.4068, 2.8041], [0.7320, -5.7283, 4.5864], [1.4688, -7.4182, 4.0539], [1.6651, -6.7746, 5.7652], [3.8466, -3.6311, 4.1493], [1.9932, -3.6215, 4.2209], [3.0315, -3.9242, 5.8073], [3.9834, -7.4298, 5.3672], [3.7751, -5.9807, 6.4693], [5.1529, -5.9628, 5.1601], [2.1313, -3.7880, -0.6568], [3.7652, -3.0067, -2.5675], [2.3602, 0.6120, -5.1332], [4.2520, 0.5031, -4.8017], [3.7312, 3.4301, -4.1892], [3.9548, 1.9021, -7.2350], [4.1273, 3.8933, -6.9730], [0.1143, 10.5043, 1.8416], [0.3620, 9.5436, 2.8568], [-0.8056, 9.2218, 3.6164], [-1.2097, 7.7678, 3.3700], [-1.7301, 7.5898, 2.0143], [-1.9106, 6.1858, 1.6382], [-0.6451, 5.3240, 1.5171], [0.2109, 5.7074, 0.4440], [1.1495, 6.7210, 0.7721], [1.0691, 10.7661, 1.3830], [-0.5385, 10.0914, 1.0668], [-0.3307, 11.4105, 2.2624], [-1.6336, 9.9085, 3.4127], [-0.5343, 9.3347, 4.6712], [-1.9804, 7.4825, 4.0935], [-0.3265, 7.1424, 3.5397], [-1.0881, 8.0181, 1.3560], [-2.4096, 6.1867, 0.6633], [-2.6023, 5.7122, 2.3435], [-0.9717, 4.3034, 1.2828], [-0.0898, 5.2499, 2.4587], [1.4603, 6.6815, 1.8187], [0.7422, 7.7049, 0.5307], [2.0330, 6.5747, 0.1450], [-7.2430, 5.9040, -6.4138], [-6.4949, 6.7185, -5.5238], [-7.3019, 7.3252, -4.5118], [-6.9303, 6.7673, -3.1376], [-7.3571, 5.3740, -3.0034], [-6.8247, 4.7131, -1.8106], [-5.3050, 4.4989, -1.7480], [-4.8127, 3.5802, -2.7184], [-4.4982, 4.1652, -3.9743], [-6.5742, 5.5666, -7.2071], [-7.6366, 5.0236, -5.8971], [-8.0622, 6.4704, -6.8657], [-8.3721, 7.2136, -4.7143], [-7.0723, 8.3956, -4.5276], [-7.4152, 7.3702, -2.3629], [-5.8452, 6.8613, -3.0213], [-7.0520, 4.8558, -3.8204], [-7.3039, 3.7299, -1.7597], [-7.1474, 5.2649, -0.9210], [-5.0841, 4.0448, -0.7751], [-4.7424, 5.4381, -1.7725], [-4.1598, 5.1997, -3.8821], [-5.3569, 4.1017, -4.6455], [-3.6930, 3.5784, -4.4243], [-3.8719, -4.4524, 3.2335], [-4.4562, -5.7461, 3.2474], [-5.3417, -5.9698, 2.1474], [-4.7712, -7.0462, 1.2235], [-3.5937, -6.5534, 0.5083], [-2.8638, -7.6016, -0.2072], [-2.1840, -8.6859, 0.6420], [-1.1066, -8.2015, 1.4368], [-1.4949, -7.7005, 2.7081], [-3.2974, -4.3305, 4.1531], [-3.1907, -4.3428, 2.3843], [-4.6422, -3.6768, 3.1980], [-5.5627, -5.0475, 1.6004], [-6.2822, -6.3363, 2.5713], [-5.5377, -7.3401, 0.4991], [-4.5238, -7.9179, 1.8391], [-2.9620, -6.1197, 1.1732], [-2.0867, -7.0965, -0.7904], [-3.5363, -8.0782, -0.9285], [-1.7364, -9.4050, -0.0530], [-2.8940, -9.2594, 1.2469], [-2.3725, -8.2120, 3.1101], [-1.6714, -6.6242, 2.6517], [-0.6613, -7.8545, 3.3976]],
  "lowdin_charge": [-0.1494, -0.2997, -0.6643, 0.5960, 0.4360, -0.0417, -0.4018, -0.0675, -0.0809, -0.3420, 0.2189, 0.4813, -0.2134, -0.2758, -0.1689, -0.1790, -0.1603, -0.1252, -0.2250, 0.0023, -0.0145, -0.1121, -0.4287, -0.0787, -0.0460, -0.1368, -0.5149, -0.0745, -0.0717, -0.1056, 0.0036, 0.0067, -0.2013, -0.2410, -0.0286, -0.2026, 0.0564, 0.0835, 0.0633, 0.0958, 0.1154, 0.0974, 0.0205, 0.0746, 0.0979, 0.0833, 0.0740, 0.0727, 0.0837, -0.1363, 0.0638, 0.0952, 0.1216, 0.0842, 0.1344, 0.1345, 0.1420, 0.1286, 0.0972, 0.0969, 0.0833, 0.0684, 0.0933, 0.0569, 0.0934, 0.0953, 0.1294, 0.1201, 0.0790, 0.0679, 0.0844, 0.0907, 0.0639, 0.0804, 0.0846, 0.0848, 0.0859, 0.0720, 0.0491, 0.0827, 0.0849, 0.1487, 0.1029, 0.1006, -0.1158, -0.2009, -0.2100, -0.2102, -0.0539, -0.1898, -0.2450, -0.2162, -0.0981, 0.0884, 0.0788, 0.0867, 0.1207, 0.1188, 0.1215, 0.1024, 0.0682, 0.1151, 0.1190, 0.0030, 0.1126, 0.0898, 0.0705, 0.0870, -0.1155, -0.2002, -0.2097, -0.2092, -0.0547, -0.1951, -0.2185, -0.2238, -0.0867, 0.0888, 0.0787, 0.0867, 0.1208, 0.1192, 0.1219, 0.1031, 0.0683, 0.1185, 0.1173, 0.1196, 0.1089, 0.0919, 0.0715, 0.0901, -0.1143, -0.2009, -0.2088, -0.2095, -0.0537, -0.1957, -0.2141, -0.2004, -0.0912, 0.0875, 0.0780, 0.0874, 0.1214, 0.1192, 0.1220, 0.1026, 0.0677, 0.1167, 0.1170, 0.1209, 0.1089, 0.0919, 0.0714, 0.0654],
  "e_tot_ev": -113709.358,
  "de_lowest_ev": 10.4410,
  "fmax_ev_per_a": 4.9
}

(2)
{
  "formula": "C16H48K5O12P",
  "method": "ωB97M-V/def2-TZVPD",
  "species": ["K", "K", "K", "K", "K", "P", "O", "O", "O", "O", "C", "C", "O", "H", "H", "H", "H", "H", "H", "C", "C", "O", "H", "H", "H", "H", "H", "H", "C", "C", "O", "H", "H", "H", "H", "H", "H", "C", "C", "O", "H", "H", "H", "H", "H", "H", "C", "C", "O", "H", "H", "H", "H", "H", "H", "C", "C", "O", "H", "H", "H", "H", "H", "H", "C", "C", "O", "H", "H", "H", "H", "H", "H", "C", "C", "O", "H", "H", "H", "H", "H", "H"],
  "xyz": [[-0.8253, 1.8489, 2.0403], [-2.2170, -3.3864, 0.7666], [-0.2330, -1.7906, 3.3660], [1.1220, -0.4309, -2.4486], [1.1121, -3.6079, 0.3972], [-0.3521, -0.6550, 0.3223], [-0.2433, 0.7783, -0.3491], [-1.5729, -0.7072, 1.3225], [0.9596, -0.8894, 1.0743], [-0.5900, -1.7582, -0.8217], [-4.3179, -0.5813, -3.3206], [-3.5817, -0.5495, -1.9840], [-2.2741, -0.0603, -2.2522], [-4.5971, 0.4000, -3.7054], [-5.2303, -1.1842, -3.3294], [-3.7627, -1.0173, -4.1563], [-3.5730, -1.5162, -1.4686], [-4.1477, 0.1504, -1.3599], [-1.6939, -0.4223, -1.5690], [4.5968, -1.7047, 4.1324], [3.8780, -2.6304, 3.2076], [3.3739, -3.8201, 3.8410], [4.1148, -1.3506, 5.0452], [4.7636, -0.7914, 3.5549], [5.5109, -2.1904, 4.4772], [4.4978, -2.9023, 2.3500], [2.9354, -2.2078, 2.8540], [2.5273, -3.9776, 3.4302], [-4.1157, 1.1518, 1.7529], [-4.7993, -0.2231, 1.9074], [-3.7989, -1.1733, 2.3295], [-3.7902, 1.2956, 0.7225], [-3.3228, 1.4140, 2.4550], [-4.9503, 1.8578, 1.8077], [-5.2182, -0.5727, 0.9615], [-5.5584, -0.2713, 2.6852], [-3.0591, -0.9460, 1.7457], [2.6094, 2.6458, 3.7232], [2.4601, 1.5319, 2.7279], [1.4310, 0.6186, 3.0026], [2.8978, 2.3017, 4.7214], [1.6946, 3.2344, 3.8109], [3.4417, 3.3297, 3.5497], [3.4237, 1.0693, 2.4797], [2.1812, 1.8991, 1.7234], [1.2422, 0.1290, 2.1848], [2.0199, 4.6241, -1.9727], [0.8900, 3.7590, -1.4357], [1.0680, 2.4082, -1.8751], [3.0223, 4.3231, -1.6674], [1.9100, 5.7045, -1.9310], [1.9792, 4.3904, -3.0440], [0.0009, 4.2171, -1.8723], [0.8500, 3.7110, -0.3444], [0.5789, 1.8351, -1.2585], [5.4072, -1.1590, -0.8120], [4.2000, -0.4668, -0.2078], [3.1316, -1.4090, -0.1292], [5.6690, -2.0133, -0.1842], [6.3368, -0.5955, -0.8890], [5.2006, -1.4995, -1.8283], [3.9235, 0.4182, -0.7863], [4.4956, -0.1159, 0.7839], [2.3358, -1.1031, 0.3380], [-1.1539, -5.5214, -3.7482], [-1.2054, -4.0931, -3.2066], [-0.6166, -4.0391, -1.8824], [-1.4360, -5.5072, -4.8023], [-1.8602, -6.1924, -3.2630], [-0.1558, -5.9553, -3.7222], [-2.1992, -3.6611, -3.0301], [-0.6976, -3.3328, -3.8109], [-0.6717, -3.1004, -1.6341], [-3.4414, 4.4136, -1.2221], [-2.7206, 3.1072, -1.5210], [-2.0711, 2.6949, -0.3166], [-4.2474, 4.2749, -0.5056], [-3.9722, 4.7000, -2.1375], [-2.6990, 5.1942, -1.0740], [-2.0731, 3.2400, -2.3913], [-3.4150, 2.3160, -1.8181], [-1.3324, 2.0956, -0.5059]],
  "lowdin_charge": [0.9172, 0.8994, 0.9158, 0.9242, 0.8959, 0.0711, -0.4625, -0.5188, -0.4544, -0.5509, -0.0700, -0.2973, -0.0952, 0.0801, 0.0790, 0.0756, 0.0990, 0.0969, -0.0085, -0.0562, -0.3014, -0.0615, 0.0868, 0.0723, 0.0949, 0.1205, 0.0783, 0.0362, -0.0684, -0.2446, -0.1655, 0.0505, 0.0419, 0.0929, 0.1088, 0.1178, -0.0559, -0.0510, -0.3263, -0.2048, 0.0887, 0.0763, 0.0937, 0.1041, 0.1177, -0.0549, -0.0686, -0.2999, -0.1521, 0.0745, 0.0818, 0.0826, 0.1056, 0.1096, -0.0341, -0.0640, -0.2961, -0.1617, 0.0762, 0.0884, 0.0785, 0.1162, 0.1014, -0.0299, -0.0535, -0.2590, -0.2161, 0.0851, 0.0788, 0.0813, 0.1172, 0.1178, -0.0551, -0.0631, -0.2982, -0.1693, 0.0763, 0.0829, 0.0789, 0.1163, 0.0942, -0.0107],
  "e_tot_ev": -132849.753,
  "de_lowest_ev": 2.0511,
  "charge": 2,
  "fmax_ev_per_a": 3.9
}

(3)
{
  "formula": "C3H2BrN2S",
  "method": "ωB97M-V/def2-TZVPD",
  "species": ["C", "C", "C", "N", "N", "S", "Br", "H", "H"],
  "xyz": [[-1.1972, 1.5528, 0.1069], [-0.8302, -0.7490, 0.2789], [1.0788, 0.6607, 0.1550], [-1.5617, 0.2761, 0.1163], [0.5728, -0.5644, 0.1672], [1.3806, -2.1185, -0.1217], [2.8795, 0.8791, -0.0771], [-1.3224, 1.8942, -0.9249], [-1.0001, -1.8311, 0.2995]],
  "lowdin_charge": [-0.0298, -0.3362, -0.7226, -0.0925, -0.6665, 0.2281, 0.5797, -0.0077, 0.0473],
  "e_tot_ev": -86997.935,
  "de_lowest_ev": 3.6514,
  "charge": -1,
  "fmax_ev_per_a": 3.9
}

(4)
{
  "formula": "C3H13NO3",
  "method": "ωB97M-V/def2-TZVPD",
  "species": ["C", "C", "C", "N", "H", "H", "H", "H", "H", "H", "H", "O", "H", "H", "O", "H", "H", "O", "H", "H"],
  "xyz": [[0.9254, -2.4263, -0.5572], [0.6311, -1.0008, -0.8949], [-0.5928, -0.6517, -1.3185], [-1.1083, 0.6417, -1.2550], [0.8359, -3.1416, -1.3812], [0.3759, -2.7996, 0.3115], [1.9712, -2.4550, -0.2195], [1.4220, -0.2606, -0.9141], [-1.2384, -1.3883, -1.7925], [-1.6754, 0.9591, -2.0355], [-0.5429, 1.4050, -0.9091], [1.1862, 2.2443, -0.2634], [1.1576, 1.8893, 0.6369], [1.0643, 3.1854, -0.1708], [-2.1054, 0.7432, 1.5861], [-1.5928, 0.6283, 0.7697], [-2.2851, -0.1355, 1.9065], [0.7216, 1.1801, 2.2556], [1.0838, 0.2869, 2.1344], [-0.2340, 1.0958, 2.1111]],
  "lowdin_charge": [-0.1355, -0.1912, -0.2241, 0.0275, 0.0715, 0.0635, 0.0655, 0.0896, 0.1163, 0.0944, 0.0497, -0.0676, -0.0081, 0.0437, -0.0518, -0.0044, 0.0448, -0.0566, 0.0624, 0.0104],
  "e_tot_ev": -10954.040,
  "de_lowest_ev": 0.7312,
  "fmax_ev_per_a": 1.4
}